Record 1
135
Properties=species:S:1:pos:R:3 method="wB97M-V/def2-TZVPD" e_tot_ha=-2969.1196 charge=+1 homo_ev=-10.5
C -6.8460 0.2934 -0.1897
C -5.8884 1.5190 -0.7104
C -4.4389 0.8289 -1.1599
O -3.5054 1.5115 -1.8589
O -4.2248 -0.5902 -0.7757
C -3.1194 -0.6578 0.2381
C -1.8705 -1.3960 -0.4862
C -0.5985 -1.8035 0.5327
S 0.6797 -2.3004 -0.8126
N -1.0825 -2.9666 1.3602
C -0.4727 -4.3213 1.0796
C 1.0225 -4.5895 1.6976
F 1.0059 -5.8714 2.4907
C -1.2207 -2.6716 2.8688
C -2.4449 -3.5765 3.5691
C -1.7398 -4.8435 4.3860
O -2.0152 -6.0888 3.9417
O -0.8121 -4.6687 5.5402
C -1.6201 -1.1336 3.2211
N -0.9136 -0.0443 2.5183
C -0.0195 -0.5093 1.3480
C 0.0384 0.9049 0.4540
C 1.3048 1.0511 -0.5538
C 1.5594 2.6747 -0.8138
C 3.0123 3.1388 -0.2015
O 2.8427 4.0638 0.9460
C 2.7131 5.4433 0.4120
C 1.4482 -0.7744 2.1064
O 2.1475 0.4779 2.4668
C 2.1746 0.7055 3.9170
C 3.5853 0.3486 4.7423
C 3.7276 0.6226 6.3749
C 2.5046 1.2464 7.2764
C 1.0877 1.6090 6.4768
C 0.9614 1.3328 4.8339
H -6.9247 -0.4828 -1.0609
H -7.9135 0.6320 0.1648
H -6.3565 -0.2554 0.7475
H -6.4378 2.0482 -1.6045
H -5.7400 2.3102 0.1610
H -2.9338 0.4397 0.6009
H -3.5284 -1.3833 1.0768
H -1.3656 -0.7289 -1.3313
H -2.2698 -2.3696 -1.0386
H 1.9017 -1.6617 -0.5926
H -2.1067 -3.1101 1.0906
H -0.6065 -4.6943 -0.0474
H -1.1644 -5.1034 1.6680
H 1.4411 -3.7311 2.3788
H 1.7440 -4.8137 0.7738
H -0.2634 -2.9293 3.4860
H -3.0236 -2.9603 4.4036
H -3.1924 -4.0136 2.7752
H -0.9141 -5.5559 6.0386
H -2.7950 -0.9691 3.0852
H -1.4426 -0.9937 4.3937
H -1.5102 0.7629 2.2232
H 0.2013 1.7509 1.2847
H -0.9823 1.1788 -0.0469
H 1.0393 0.5859 -1.6040
H 2.3012 0.5321 -0.2067
H 0.7293 3.2647 -0.1966
H 1.3864 2.9785 -1.9413
H 3.6320 2.2250 0.1870
H 3.6054 3.6651 -1.0721
H 1.6615 5.5742 -0.1186
H 2.7829 6.1955 1.3083
H 3.5781 5.7255 -0.3560
H 2.1211 -1.5566 1.5635
H 1.1642 -1.2733 3.1543
H 4.4980 -0.0979 4.1575
H 4.7503 0.3902 6.9100
H 2.6178 1.4723 8.4424
H 0.2124 2.0594 7.1301
H -0.0560 1.6515 4.3495
C 2.9471 3.1358 -5.9985
C 2.5128 4.1596 -4.9635
O 3.5639 4.5807 -4.1010
C 4.6827 5.2094 -4.7191
C 4.3268 6.4835 -5.4664
H 3.4034 2.2680 -5.5149
H 2.0864 2.8000 -6.5895
H 3.6844 3.5497 -6.6909
H 1.7481 3.7058 -4.3252
H 2.0417 5.0265 -5.4380
H 5.2032 4.5016 -5.3718
H 5.3811 5.4623 -3.9162
H 3.6552 6.2833 -6.3083
H 5.2269 6.9595 -5.8650
H 3.8151 7.1897 -4.8048
C -0.7947 -11.4119 0.5564
C -0.5915 -9.9946 0.0482
O -1.5577 -9.0696 0.5347
C -1.6183 -8.8946 1.9471
C -0.3225 -8.3801 2.5512
H -1.8019 -11.7655 0.3205
H -0.0649 -12.0910 0.0992
H -0.6720 -11.4733 1.6406
H -0.6853 -9.9996 -1.0423
H 0.4198 -9.6369 0.2677
H -1.9380 -9.8225 2.4313
H -2.4050 -8.1587 2.1366
H 0.4954 -9.0973 2.4225
H -0.4426 -8.2015 3.6233
H -0.0144 -7.4473 2.0683
C 6.0745 9.6021 -2.4109
C 4.7517 9.2732 -1.7399
O 4.8704 8.3427 -0.6694
C 5.6935 8.7325 0.4259
C 5.2162 9.9942 1.1251
H 6.5664 8.6909 -2.7613
H 5.9144 10.2694 -3.2664
H 6.7622 10.1017 -1.7240
H 4.0906 8.8135 -2.4814
H 4.2449 10.1816 -1.3981
H 6.7345 8.8305 0.1026
H 5.6681 7.9077 1.1439
H 5.2560 10.8637 0.4601
H 5.8422 10.2118 1.9949
H 4.1778 9.8849 1.4537
C -6.8697 -4.5049 -4.6176
C -7.3039 -3.4811 -3.5826
O -6.2528 -3.0600 -2.7201
C -5.1340 -2.4313 -3.3382
C -5.4900 -1.1572 -4.0856
H -6.4134 -5.3727 -4.1341
H -7.7303 -4.8407 -5.2087
H -6.1324 -4.0910 -5.3101
H -8.0687 -3.9349 -2.9444
H -7.7751 -2.6141 -4.0572
H -4.6135 -3.1390 -3.9909
H -4.4356 -2.1784 -2.5353
H -6.1615 -1.3574 -4.9274
H -4.5898 -0.6811 -4.4841
H -6.0017 -0.4510 -3.4239

Record 2
155
Properties=species:S:1:pos:R:3 method="wB97M-V/def2-TZVPD" e_tot_ha=-11355.1086 relative_energy_kj_mol=248.9 charge=+1 homo_ev=-11.1
C 2.6066 -1.7507 6.9785
C 1.7359 -2.7122 7.7410
O 1.5667 -2.5906 8.9067
O 1.1472 -3.8032 7.0951
C 0.3716 -3.4423 6.0118
O 0.8397 -3.4055 4.9274
C -1.0942 -3.0440 6.2510
C -1.0863 -1.5930 6.6918
C -0.9596 -0.5970 5.7359
Cl -0.8754 -0.9710 4.0673
C -0.8988 0.7548 6.1338
C -0.7054 1.7859 5.0644
C 0.8294 1.9354 4.9197
O 1.1689 2.8491 3.9255
Si 2.7991 2.7482 3.4264
C 3.0656 1.4843 2.0663
C 3.4977 4.4319 2.9984
C 3.7985 2.1289 4.9178
C -0.9721 1.0589 7.5026
C -0.8673 2.5139 7.9293
Br 0.5693 2.7825 9.2305
C -2.1997 3.1425 8.4248
C -2.0973 4.6571 8.2104
Br -3.6436 2.4150 7.3142
C -1.1336 0.0210 8.4081
Cl -1.2942 0.2860 10.0804
N -1.1877 -1.2801 8.0063
Cl -1.3885 -2.5012 9.1634
H 3.4220 -2.2492 6.4562
H 3.0710 -1.1014 7.7175
H 2.0476 -1.0975 6.3050
H -1.5561 -3.6827 6.9991
H -1.6534 -3.1711 5.3308
H -1.1548 2.7276 5.3724
H -1.1731 1.5165 4.1227
H 1.1964 2.2460 5.9093
H 1.2413 0.9305 4.7441
H 2.3371 0.6727 2.0767
H 3.0667 1.9891 1.0999
H 4.0379 1.0099 2.2243
H 3.0142 5.1784 3.6306
H 4.5488 4.3986 3.2936
H 3.4378 4.6784 1.9407
H 3.6148 1.0708 5.1024
H 3.5087 2.7350 5.7827
H 4.8568 2.3292 4.7516
H -0.5613 3.1069 7.0782
H -2.3927 2.8848 9.4609
H -1.1134 4.9509 8.5798
H -2.8747 5.1825 8.7556
H -2.1348 4.8461 7.1386
O -0.7983 1.3493 -2.5255
P 0.6661 1.3214 -2.7615
O 1.0109 -0.2588 -3.0029
C 0.1848 -1.0818 -3.8312
C 0.7483 -1.2034 -5.2340
O 1.2390 1.5088 -1.2409
C 0.3893 2.0652 -0.2409
C -0.3434 1.0169 0.5702
O 2.0712 1.8926 -3.3303
C 2.2672 2.0867 -4.7388
C 1.0976 2.7673 -5.4160
H -0.8406 -0.7087 -3.8651
H 0.1589 -2.0671 -3.3637
H 0.6657 -0.2551 -5.7712
H 0.1993 -1.9555 -5.8019
H 1.8013 -1.4843 -5.2073
H -0.3285 2.7489 -0.6926
H 1.0314 2.6582 0.4127
H -0.8527 0.3052 -0.0771
H -1.0824 1.4838 1.2257
H 0.3514 0.4381 1.1831
H 2.4999 1.1283 -5.2087
H 3.1567 2.7077 -4.8441
H 0.1787 2.1762 -5.3177
H 1.2983 2.9040 -6.4780
H 0.9088 3.7439 -4.9678
O 10.2724 -0.9199 0.8966
P 9.1190 -0.0728 1.2747
O 9.6616 1.4671 1.2372
C 10.5025 1.9296 0.1794
C 9.7050 2.6549 -0.8881
O 9.0053 -0.3242 2.8767
C 9.6590 -1.4329 3.4970
C 10.9952 -1.0154 4.0755
O 7.5357 0.3026 1.2721
C 6.8472 0.5892 0.0499
C 7.1540 -0.3900 -1.0630
H 11.0716 1.1104 -0.2626
H 11.2176 2.6194 0.6293
H 9.0721 1.9577 -1.4432
H 10.3734 3.1370 -1.6024
H 9.0603 3.4138 -0.4436
H 9.7726 -2.2596 2.7971
H 9.0036 -1.7800 4.2984
H 11.6023 -0.4932 3.3367
H 11.5506 -1.8834 4.4334
H 10.8485 -0.3278 4.9101
H 7.0591 1.6175 -0.2550
H 5.7814 0.5479 0.2790
H 8.2204 -0.3878 -1.3159
H 6.5931 -0.1337 -1.9615
H 6.8906 -1.4057 -0.7646
O -6.4063 -2.7225 -0.9301
P -5.0018 -3.0948 -1.2261
O -4.3979 -1.8897 -2.1529
C -4.6388 -0.5158 -1.8295
C -3.4692 0.0535 -1.0542
O -5.2074 -4.2632 -2.3348
C -6.4664 -4.9207 -2.5017
C -7.2571 -4.2885 -3.6287
O -3.5259 -3.7454 -0.9307
C -2.6745 -3.2492 0.1021
C -3.3578 -3.0552 1.4394
H -5.5645 -0.3833 -1.2665
H -4.7554 0.0143 -2.7761
H -3.4307 -0.3855 -0.0519
H -3.5674 1.1342 -0.9413
H -2.5219 -0.1565 -1.5489
H -7.0331 -4.9198 -1.5718
H -6.2503 -5.9626 -2.7433
H -7.3284 -3.2075 -3.5079
H -8.2654 -4.7015 -3.6740
H -6.7637 -4.4704 -4.5852
H -2.1941 -2.3314 -0.2483
H -1.8807 -3.9864 0.2300
H -4.1830 -2.3362 1.3854
H -2.6370 -2.6889 2.1732
H -3.7723 -4.0014 1.7909
O -7.9308 -0.7083 -7.8593
P -6.5810 -0.9183 -8.4322
O -6.2569 0.4219 -9.3111
C -6.5742 1.7222 -8.8195
C -5.3664 2.3875 -8.1855
O -6.8567 -2.0023 -9.6068
C -8.0658 -2.7621 -9.6449
C -9.0764 -2.1189 -10.5721
O -5.0467 -1.4543 -8.3632
C -4.1366 -0.9444 -7.3850
C -4.7339 -0.8582 -5.9966
H -7.4039 1.6879 -8.1113
H -6.9014 2.3090 -9.6790
H -5.0964 1.8935 -7.2484
H -5.5807 3.4332 -7.9601
H -4.5037 2.3415 -8.8510
H -8.4752 -2.8937 -8.6441
H -7.8050 -3.7544 -10.0169
H -9.2170 -1.0642 -10.3370
H -10.0411 -2.6238 -10.5035
H -8.7290 -2.1710 -11.6051
H -3.7507 0.0243 -7.7150
H -3.2854 -1.6261 -7.3686
H -5.6039 -0.1912 -5.9719
H -3.9956 -0.4793 -5.2888
H -5.0670 -1.8412 -5.6600

Record 3
168
Properties=species:S:1:pos:R:3 method="wB97M-V/def2-TZVPD" e_tot_ha=-5879.5381 charge=-1 homo_ev=-1.9
C -0.6817 0.4387 1.3597
C 0.8120 0.1415 1.1638
O 1.2002 -0.3680 -0.0703
H -0.7791 0.7669 2.3946
H -1.2865 -0.4359 1.1203
H -1.0790 1.2771 0.7876
H 1.1169 -0.4831 2.0035
H 1.3910 0.9927 1.5220
C 8.2917 3.1822 3.2790
C 9.5473 2.8983 2.4970
O 9.5377 1.5939 2.2421
C 8.2202 1.1806 2.3215
O 7.7534 0.0882 2.0143
O 7.4756 2.2016 2.7472
F 10.6869 3.1038 3.1982
H 7.9216 4.1584 2.9657
H 8.3538 3.0181 4.3547
H 9.6916 3.5323 1.6222
C -3.2974 -5.7390 3.1212
C -2.6270 -6.4428 4.2538
O -1.2971 -6.1486 3.9490
C -1.1315 -5.9543 2.6440
O -0.0404 -5.7338 2.0503
O -2.3932 -5.9250 2.0916
F -2.7470 -7.7321 4.1449
H -3.4138 -4.6603 3.2255
H -4.3152 -6.0815 2.9340
H -2.9652 -6.2001 5.2611
C -1.0726 3.5291 -5.1099
C -1.3738 4.9263 -4.7292
O -2.7630 4.8445 -4.8920
C -3.0467 4.0713 -5.9832
O -4.1086 3.9957 -6.5641
O -1.9427 3.3306 -6.2161
F -0.8144 5.8446 -5.5084
H -1.1550 2.8370 -4.2718
H -0.0269 3.4477 -5.4064
H -1.1782 5.2348 -3.7022
C 5.1868 -3.0549 8.2754
C 4.4517 -3.4654 6.9778
O 4.4044 -4.8775 6.9908
P 5.6523 -5.5653 6.2534
O 5.6408 -5.4587 4.7661
O 7.0274 -5.0473 6.9757
C 8.2284 -4.8874 6.2750
C 9.2895 -5.8022 6.8877
O 5.5488 -7.0670 6.8632
C 5.3464 -7.2587 8.2762
C 5.7900 -8.5805 8.7240
H 5.3433 -1.9763 8.2568
H 4.6151 -3.2870 9.1739
H 6.1919 -3.4754 8.2428
H 3.4616 -3.0439 7.1516
H 4.9124 -3.0761 6.0699
H 8.1329 -5.0249 5.1980
H 8.5197 -3.8393 6.3447
H 10.2657 -5.6654 6.4226
H 9.3195 -5.5697 7.9522
H 9.0190 -6.8539 6.7930
H 5.8114 -6.4348 8.8175
H 4.2781 -7.1334 8.4521
H 5.5395 -8.8171 9.7581
H 5.3208 -9.3067 8.0602
H 6.8770 -8.6602 8.7145
C 12.2678 -0.2088 -4.3654
C 11.1829 0.3655 -3.4590
O 10.5468 1.4500 -4.0495
P 8.9889 1.3741 -4.5422
O 8.1985 0.2689 -3.9227
O 9.2951 1.2122 -6.0680
C 9.9949 2.1603 -6.7823
C 9.1474 2.3974 -8.0357
O 8.5140 2.9381 -4.4051
C 7.1755 3.2913 -4.7235
C 6.3266 3.1649 -3.4030
H 11.9799 -0.3937 -5.4003
H 12.9735 0.6216 -4.3415
H 12.7074 -1.1230 -3.9666
H 10.4759 -0.4218 -3.1974
H 11.6338 0.7642 -2.5503
H 10.0864 3.1317 -6.2964
H 11.0062 1.8385 -7.0311
H 9.1439 1.5832 -8.7604
H 8.1483 2.5204 -7.6176
H 9.5202 3.2772 -8.5601
H 7.3126 4.3026 -5.1061
H 6.8038 2.6358 -5.5110
H 5.4000 3.6553 -3.7012
H 6.2879 2.0999 -3.1738
H 6.7701 3.6810 -2.5515
C -7.0626 7.5515 0.9864
C -5.8476 7.3011 0.0950
O -5.0580 8.5135 -0.0251
P -4.1313 9.1591 1.1627
O -3.5017 10.4864 0.8659
O -5.1317 9.0714 2.4758
C -5.7944 10.2523 2.8803
C -4.8745 10.8695 3.9452
O -3.0744 7.8861 1.4187
C -1.9783 8.1332 2.2982
C -0.9912 6.9608 2.2529
H -7.6192 8.4183 0.6299
H -7.8105 6.7724 0.8390
H -6.8197 7.7153 2.0363
H -5.1285 6.6371 0.5748
H -6.1913 6.9316 -0.8711
H -6.1467 10.9295 2.1023
H -6.7069 9.8682 3.3362
H -5.3692 11.5712 4.6167
H -4.5083 10.0288 4.5344
H -3.9800 11.3784 3.5864
H -1.5210 9.0782 2.0053
H -2.3244 8.2937 3.3192
H -0.9016 6.5106 1.2643
H -0.0002 7.1541 2.6637
H -1.3683 6.0204 2.6549
C -9.9683 -2.3972 0.6013
C -11.2199 -1.7709 -0.0123
O -10.9551 -0.5734 -0.7471
P -10.9717 0.8507 0.0050
O -12.1328 0.9923 0.9197
O -9.4480 1.0710 0.5519
C -9.1778 1.1221 1.9201
C -7.7546 1.5273 2.2638
O -11.0433 1.7588 -1.3709
C -10.0160 1.6902 -2.3180
C -10.2001 2.8399 -3.3549
H -9.8757 -2.0192 1.6194
H -9.9731 -3.4836 0.5135
H -9.1064 -2.1220 -0.0066
H -11.6856 -2.4514 -0.7251
H -12.0303 -1.4725 0.6528
H -9.8772 1.7887 2.4246
H -9.4981 0.1647 2.3310
H -7.4996 1.5301 3.3235
H -7.0701 0.8157 1.8021
H -7.4833 2.4810 1.8111
H -8.9937 1.7561 -1.9456
H -10.2080 0.7065 -2.7463
H -9.5707 2.6774 -4.2298
H -11.2381 2.8334 -3.6874
H -9.9743 3.7928 -2.8762
C -4.5581 -2.9247 -3.2244
C -3.4335 -3.5276 -4.1126
O -3.3374 -4.9195 -3.8952
P -2.1896 -5.7900 -4.6814
O -0.8186 -5.6438 -4.0872
O -2.8314 -7.2715 -4.6737
C -2.6172 -8.0768 -3.4832
C -2.0364 -9.5061 -3.9296
O -2.3202 -5.3381 -6.2377
C -3.5276 -5.6383 -6.9288
C -3.5826 -4.8210 -8.1698
H -4.4701 -3.3709 -2.2338
H -4.4713 -1.8384 -3.2455
H -5.5535 -3.2338 -3.5436
H -3.5375 -3.2437 -5.1599
H -2.4623 -3.1055 -3.8544
H -1.9186 -7.6772 -2.7480
H -3.5903 -8.1637 -2.9998
H -0.9809 -9.4778 -4.2003
H -2.1636 -10.2910 -3.1841
H -2.6280 -9.7366 -4.8156
H -3.4475 -6.7184 -7.0519
H -4.4496 -5.4827 -6.3687
H -4.4115 -5.1451 -8.7992
H -3.6595 -3.7694 -7.8935
H -2.7161 -4.9792 -8.8119